The following is a quantum chemistry calculation of 8 unconnected molecules or ions with the total composition C24H45F4NO19 in a non-equilibrium geometry, from the OMol25 dataset.

Values from the calculation:
E_HOMO = -8.79 eV
frontier orbital gap = 0.303 Ha
F_max = 0.2798 Eh/bohr
E_tot = -76863.691 eV
lowest unoccupied orbital energy = -0.5 eV

XYZ file:
```
93
Properties=species:S:1:pos:R:3:lowdin_charge:R:1
C -0.699 -3.475 2.168 -0.165
H 1.768 -6.222 1.503 0.033
H 0.909 5.623 0.950 0.119
O 6.043 -1.907 2.046 0.094
C -0.106 0.536 3.670 -0.031
F 1.556 3.259 1.973 0.054
O 4.318 0.779 -2.893 0.148
H -3.260 4.287 -4.131 0.115
H -3.167 1.399 -1.246 0.092
C -2.265 1.810 -1.062 -0.190
H 2.302 -1.897 3.545 0.126
C 3.250 1.322 -2.272 -0.387
C 4.857 -1.460 2.059 -0.590
O -2.325 3.187 -0.734 -0.143
O 1.201 -4.579 1.075 -0.082
O 3.829 -2.193 2.098 0.100
H 0.908 -1.613 -1.741 0.135
C -3.104 2.182 -3.797 -0.145
N 1.259 -2.291 -1.068 0.343
O -1.982 0.079 4.831 0.159
O 4.490 -0.194 2.095 0.161
H -6.122 4.397 -6.023 0.005
H 2.781 -5.211 0.776 0.175
H 0.040 0.560 -0.210 -0.128
H 0.329 -5.228 2.777 0.049
H -2.850 3.290 -5.682 0.173
O -1.988 4.641 3.539 0.155
H 0.061 -2.721 2.663 0.127
H -1.518 2.003 4.405 0.121
C 0.324 3.376 1.372 -0.294
F 2.750 2.232 -3.088 0.114
H -1.875 1.442 -0.243 0.060
O 0.924 0.296 0.115 -0.411
C -3.392 3.432 0.105 -0.076
C 5.367 0.571 -2.083 -0.516
H 1.801 -7.018 -0.852 0.109
H 1.763 -2.031 -0.311 0.048
C -1.148 4.458 2.690 -0.712
C 0.150 4.913 0.920 0.087
C -1.767 -1.680 1.109 -0.094
C 0.789 -5.461 -2.700 -0.088
H -0.035 0.771 2.628 0.127
H 0.510 -4.537 -3.240 0.092
O -0.579 3.347 2.333 0.125
O -4.825 3.324 -5.030 -0.179
C 1.270 -6.150 -0.615 -0.201
O -1.247 -2.981 0.985 -0.174
C -1.301 -1.053 4.786 -0.543
H -4.560 4.125 -6.726 0.098
H -3.750 2.284 -2.936 0.103
C 1.746 -5.659 0.814 -0.277
C -5.193 4.359 -5.874 -0.092
O -0.223 -0.810 4.102 0.078
C 0.093 -4.825 1.957 -0.092
H -3.210 4.341 0.441 0.054
H 0.275 1.110 4.376 0.107
H -2.098 -1.455 0.096 0.091
H -2.597 -1.376 1.736 0.109
O -1.756 2.229 -3.315 -0.090
H 0.437 -2.542 -0.733 0.034
H 0.162 2.592 0.496 0.180
H -0.914 -1.138 1.022 0.017
H 1.794 -3.106 -1.668 0.221
O 6.441 0.180 -2.399 0.191
H -4.251 3.474 -0.463 0.083
O -1.530 -2.137 5.402 0.086
H -1.442 -3.583 2.941 0.117
O 5.006 1.002 -0.834 0.082
C -3.500 3.394 -4.655 -0.227
O -0.646 5.393 2.084 0.138
C 3.173 -0.150 2.591 -0.394
F 3.096 0.323 3.815 0.117
O 1.333 -5.100 -1.464 -0.207
H -0.193 -5.881 -2.466 0.095
H 1.686 -1.631 1.793 0.177
H -3.424 2.747 0.908 0.094
H 3.132 1.431 -0.118 0.134
H 0.367 -6.712 -0.558 0.116
C 3.880 1.759 -0.960 -0.100
H -1.647 0.476 -2.535 0.132
H -0.495 4.922 0.083 0.109
H 2.657 0.548 1.824 0.154
C -1.420 1.543 -2.281 -0.285
H -5.047 5.409 -5.379 0.136
H 1.501 -6.170 -3.239 0.128
H -0.296 1.464 -2.249 0.139
C -1.461 1.117 3.975 -0.307
F -2.241 1.122 2.932 0.118
H -0.578 -5.700 1.773 0.156
H 4.046 2.745 -0.787 0.108
H 2.511 0.537 -2.062 0.139
C 2.670 -1.502 2.632 -0.025
H -3.527 1.236 -4.284 0.159
```



The following is a quantum chemistry calculation of a single C5H10O molecule, from the OMol25 dataset.

Values from the calculation:
E_HOMO = -8.54 eV
frontier orbital gap = 0.347 Ha
F_max = 0.0077 Eh/bohr
E_tot = -7392.078 eV
lowest unoccupied orbital energy = 0.9 eV

XYZ file:
```
16
Properties=species:S:1:pos:R:3:lowdin_charge:R:1
H -1.119 1.327 1.528 0.080
C 0.795 -0.450 -0.803 -0.220
H -0.925 1.732 -0.186 0.084
H 2.404 1.158 -0.413 0.103
C -0.259 -0.276 0.328 -0.445
C -0.465 1.203 0.658 -0.083
H -1.418 -2.041 -0.181 0.080
H -2.039 -0.547 -0.905 0.083
H 0.811 0.452 -1.445 0.111
H 0.540 -1.305 -1.436 0.104
H 0.486 1.697 0.891 0.069
H -2.290 -0.866 0.818 0.078
H 0.148 -0.766 1.223 0.125
C -1.576 -0.972 -0.006 -0.085
C 2.100 -0.721 -0.101 -0.086
O 2.805 0.375 0.030 0.003
```



The following is a quantum chemistry calculation of a molecular structure, C28H49N2OP3SZr in a non-equilibrium geometry, from the OMol25 dataset.

Values from the calculation:
E_HOMO = -17.18 eV
frontier orbital gap = 0.115 Ha
F_max = 0.0595 Eh/bohr
total charge = +4
E_tot = -74800.539 eV
lowest unoccupied orbital energy = -14.1 eV

XYZ file:
```
85
Properties=species:S:1:pos:R:3:lowdin_charge:R:1
N -0.617 -0.691 3.804 0.082
H -0.873 -2.657 0.431 0.102
H 1.734 -0.238 -3.629 -0.011
H 0.967 -4.994 -6.957 0.125
H -0.900 -4.731 -8.631 0.131
C -0.739 -4.356 4.220 -0.004
H 0.757 4.099 -2.026 0.040
H -0.154 1.839 -4.801 0.085
C -1.791 -3.078 -7.538 -0.040
H -2.322 2.992 1.900 0.049
H -0.759 -0.395 7.117 0.110
H -1.831 1.606 6.824 0.119
H 0.874 -5.736 3.827 0.134
H -4.403 2.190 -1.138 0.086
H -1.826 3.900 -1.971 0.038
C 1.035 -2.394 3.260 -0.039
C -2.940 2.363 1.245 -0.245
C -0.637 1.529 3.687 0.071
P -2.094 2.064 -0.345 0.757
H 2.446 -3.992 3.005 0.129
P 2.193 1.446 0.570 0.761
H 1.685 -1.591 2.900 0.083
H -3.905 2.874 1.080 0.088
C -1.947 3.825 -0.885 -0.221
H -1.072 4.282 -0.408 0.048
H -1.079 2.914 -3.682 0.055
C -1.713 -2.247 -6.415 -0.092
H 3.901 0.221 -0.641 0.059
C 2.230 3.238 0.989 -0.205
S -0.544 -1.240 -4.109 0.825
H -1.445 -1.773 6.269 0.109
C -0.835 -4.087 -7.752 -0.016
C 0.542 -4.700 3.768 -0.018
C -0.532 0.340 2.925 -0.349
C 1.438 -3.726 3.334 -0.044
H -3.121 1.408 1.754 0.059
H 1.942 3.870 0.141 0.034
C -1.160 -3.026 4.129 -0.016
H 0.313 -1.529 6.302 0.135
H 2.923 -0.263 2.160 0.037
C -3.553 1.515 -1.312 -0.225
C -0.256 -2.250 -0.384 -0.121
H 2.972 0.799 -2.873 0.036
H -0.888 -2.069 -1.292 0.043
N -0.774 -0.188 5.059 -0.009
P 0.712 1.703 -2.536 0.697
H 3.850 1.912 -1.216 0.044
C 1.142 -2.175 -0.313 -0.024
H 2.188 1.292 -4.424 0.093
H -2.842 4.391 -0.584 0.088
H -1.030 2.980 6.079 0.107
H -1.392 1.171 -3.724 -0.017
H 3.243 3.524 1.318 0.094
C -0.592 1.930 -3.789 -0.291
H 1.601 3.767 -3.553 0.093
C -0.252 -2.071 3.674 -0.220
H 3.892 1.221 2.286 0.083
H -2.158 -2.702 4.424 0.135
H 2.271 1.158 3.017 0.058
C 2.031 0.807 -3.446 -0.253
C -0.792 1.155 5.000 -0.203
H -1.434 -5.102 4.585 0.132
H 1.538 3.445 1.815 0.054
H -3.821 0.508 -0.970 0.062
C 0.277 -3.399 -5.684 -0.099
H 4.610 1.509 0.354 0.081
H -3.312 1.477 -2.379 0.045
H 1.644 -2.313 0.663 0.073
H 1.826 -2.057 -1.168 0.094
C -0.657 -1.018 6.227 0.051
H -2.586 -2.959 -8.278 0.129
C 1.438 3.404 -2.527 -0.218
H -0.081 1.767 6.939 0.117
Zr -0.035 0.264 -0.359 1.339
C -0.686 -2.387 -5.436 -0.576
C -0.936 1.906 6.264 0.020
H -0.547 2.539 3.305 0.123
H 0.141 -1.497 -2.831 -0.124
O -0.402 0.151 1.641 -0.296
H 2.398 3.431 -2.003 0.035
C 0.199 -4.229 -6.809 -0.044
C 3.783 1.267 -0.333 -0.235
H 1.113 -3.513 -4.993 0.102
C 2.868 0.832 2.158 -0.232
H -2.457 -1.449 -6.305 0.111
```



The following is a quantum chemistry calculation of 2 unconnected molecules or ions with the total composition C5H12OS in a non-equilibrium geometry, from the OMol25 dataset.

Values from the calculation:
E_HOMO = -8.00 eV
frontier orbital gap = 0.318 Ha
F_max = 0.0684 Eh/bohr
E_tot = -18256.764 eV
lowest unoccupied orbital energy = 0.6 eV

XYZ file:
```
19
Properties=species:S:1:pos:R:3:lowdin_charge:R:1
C -1.947 1.316 -1.781 -0.187
H -1.662 2.162 -1.064 0.125
H -2.884 -1.303 -0.446 0.086
C 3.366 0.695 1.695 -0.222
C -2.965 -0.233 -0.166 -0.192
H 4.303 0.314 1.293 0.064
H 1.331 -1.910 -0.055 0.066
H 3.050 -1.569 0.339 0.025
H -3.005 1.514 -2.060 0.063
C 2.046 -1.279 0.546 -0.246
O 2.864 0.877 -0.940 -0.552
H 1.883 -1.569 1.541 0.011
H -3.957 0.309 -0.376 0.094
H 3.323 1.676 1.943 -0.009
H -1.351 1.307 -2.738 0.085
H 2.985 0.141 2.512 0.029
H -2.560 -0.468 0.889 0.106
S 2.128 0.601 0.276 0.799
C -1.777 0.185 -0.894 -0.144
```



The following is a quantum chemistry calculation of a molecular structure, C15H24N2O8P2SSi in a non-equilibrium geometry, from the OMol25 dataset.

Values from the calculation:
E_HOMO = -0.11 eV
frontier orbital gap = 0.127 Ha
F_max = 0.0300 Eh/bohr
total charge = -2
E_tot = -72595.663 eV
lowest unoccupied orbital energy = 3.3 eV

XYZ file:
```
53
Properties=species:S:1:pos:R:3:lowdin_charge:R:1
N -3.522 1.085 3.248 -0.167
H -1.143 -1.220 4.168 0.054
H 3.368 -0.640 2.631 0.110
Si -1.571 -0.173 1.097 0.433
C -2.534 3.480 -5.226 -0.047
H -0.284 -2.656 -0.111 -0.035
C -2.321 3.417 -3.823 -0.417
O -3.229 2.500 -7.258 -0.078
C -2.590 2.070 -3.096 -0.401
H 4.889 0.027 2.164 0.100
C -3.403 1.136 -5.275 -0.394
H -0.136 0.504 -0.691 0.090
H 4.042 1.706 0.866 0.105
O -2.010 -0.794 4.225 -0.199
C -3.107 1.047 -3.872 -0.030
C 0.764 1.480 0.995 -0.255
H 1.895 -0.067 0.050 0.086
H -2.275 4.431 -5.686 0.081
O -0.993 1.417 3.827 -0.203
C 2.388 -4.291 1.904 -0.118
C -3.042 2.451 -6.026 -0.435
H 5.033 -1.753 0.735 0.112
H -3.992 1.096 2.349 -0.022
H 2.922 1.622 2.201 0.101
H -1.029 2.260 3.352 0.075
H 0.803 2.563 0.930 0.117
N -2.860 -1.770 -1.621 0.197
H 0.233 -2.343 2.084 -0.083
C 3.899 -0.216 1.782 -0.200
O -3.056 -0.268 0.289 -0.106
H 2.788 -2.763 -0.247 0.130
C -0.481 1.016 0.207 -0.257
H 3.974 -0.785 -0.286 0.114
H 1.674 -4.359 1.084 0.075
C 4.063 -1.271 0.683 -0.174
H -3.327 0.085 -3.421 0.063
C -2.929 -1.019 -0.752 -0.486
S -2.255 -3.525 1.737 0.050
H 0.764 1.181 2.042 0.071
P -2.116 0.443 3.206 0.376
C 2.064 0.960 0.367 -0.203
O 3.414 -3.361 1.628 -0.184
H 2.063 -1.905 1.104 0.065
C 3.265 1.094 1.313 -0.198
H 2.252 1.551 -0.523 0.122
C 2.997 -2.341 0.740 -0.269
O -2.312 2.033 -1.862 -0.104
P -0.818 -2.311 1.143 0.215
H 2.842 -5.265 2.054 0.083
O -3.923 0.198 -5.886 -0.034
H -1.067 1.851 -0.181 0.071
O -1.914 4.392 -3.168 -0.072
H 1.844 -4.002 2.804 0.079
```



The following is a quantum chemistry calculation of a single C3H3N3 molecule in a non-equilibrium geometry, from the OMol25 dataset.

Values from the calculation:
E_HOMO = -8.15 eV
frontier orbital gap = 0.310 Ha
F_max = 0.1140 Eh/bohr
E_tot = -7625.757 eV
SMILES = N#CC1=C(N)N1
lowest unoccupied orbital energy = 0.3 eV

XYZ file:
```
9
Properties=species:S:1:pos:R:3:lowdin_charge:R:1
H -1.744 1.527 0.565 0.075
N -1.622 0.601 0.288 0.162
C 2.272 0.161 0.092 -0.265
N -0.070 -1.271 -0.253 0.062
N 3.385 0.370 -0.099 0.133
C 0.977 -0.181 0.289 -0.099
H -0.254 -1.236 -1.338 0.127
C -0.407 -0.027 0.240 -0.349
H -2.536 0.056 0.216 0.153
```